# C2H5N7

One molecule with the formula C2H5N7 in a non-equilibrium geometry (ωB97M-V with the def2-TZVPD basis set, OMol25).

Each line ends with the natural charge from an NBO analysis.
Atoms and positions in Å:
C1 2.219 0.117 -0.129  0.284
C2 -1.003 0.641 -0.089  0.457
N1 1.407 1.122 -0.253  -0.088
N2 0.231 1.360 -0.220  -0.202
N3 4.411 -0.878 0.139  -0.433
N4 3.345 -0.305 -0.104  -0.030
N5 -0.969 -0.626 -0.130  -0.337
N6 -2.065 1.428 0.102  -0.825
N7 -2.203 -1.295 -0.039  -0.665
H1 4.101 -1.738 0.672  0.319
H2 -1.980 2.409 0.407  0.414
H3 -2.777 0.940 0.660  0.397
H4 -2.749 -0.953 -0.846  0.346
H5 -1.968 -2.222 -0.171  0.361

For the HOMO energy, the calculation gives -8.134 eV. For the HOMO-LUMO gap, the calculation gives 7.5 eV. For the calculated total energy, the calculation gives -462.282758 Ha. The value obtained for the energy relative to the best compared isomer or geometry (same formula, charge and spin) is 111.9 kcal/mol.

# CF3MgNO4RhS3

CF3MgNO4RhS3 as an isolated structure in a non-equilibrium geometry (ωB97M-V with the def2-TZVPD basis set, OMol25).

Each line ends with the Löwdin spin population.
Atoms and positions in Å:
Rh1 1.832 -1.478 0.791  2.120
N1 0.237 -0.806 1.569  0.429
S1 -0.717 0.077 0.854  0.109
O1 -0.664 0.387 -0.647  0.013
C1 -2.300 -0.883 0.610  0.022
F1 -2.705 -1.411 1.752  0.003
F2 -2.009 -1.837 -0.280  0.004
F3 -3.254 -0.105 0.122  0.009
Mg1 0.830 0.213 -1.850  0.017
S2 3.613 0.428 -0.539  0.028
O2 2.259 -0.553 -0.785  0.134
S3 2.201 2.456 -0.780  0.674
O3 1.544 2.002 -2.192  0.365
O4 -0.868 1.511 1.374  0.075

Its spin multiplicity is 5. For the HOMO energy (spin up / spin down), the calculation gives -12.755 / -13.229 eV. For the HOMO-LUMO gap (spin up / spin down), the calculation gives 6.2 / 5.7 eV. Its expectation value of S² is 6.0328. For the calculated total energy, the calculation gives -2198.193715 Ha. The net charge is +1. The value obtained for the energy relative to the best compared isomer or geometry (same formula, charge and spin) is 0.0 kcal/mol.

# C39H56IrN2O4P3Si2

C39H56IrN2O4P3Si2 as an isolated structure in a non-equilibrium geometry (ωB97M-V with the def2-TZVPD basis set, OMol25).

Each line ends with the Löwdin spin population.
Atoms and positions in Å:
Ir1 -0.137 0.799 -1.099  0.891
C1 -3.918 -2.455 -1.441  0.004
Si1 -3.374 -0.686 -1.700  0.009
C2 -4.733 0.473 -1.167  0.001
C3 -2.889 -0.492 -3.493  0.000
N1 -1.963 -0.299 -0.711  0.094
P1 -1.491 -0.898 0.710  -0.010
C4 -0.143 0.159 0.796  -0.131
P2 1.462 0.607 1.249  -0.009
N2 1.660 1.506 -0.063  0.050
Si2 3.141 2.242 -0.679  0.005
C5 4.255 2.651 0.779  0.000
C6 2.616 3.791 -1.561  0.000
C7 4.070 1.039 -1.759  0.002
C8 1.497 1.593 2.745  -0.002
C9 1.777 1.055 4.002  -0.001
C10 1.745 1.873 5.122  0.000
C11 1.415 3.215 4.993  -0.001
C12 1.110 3.746 3.746  0.000
C13 1.148 2.939 2.621  -0.001
C14 2.622 -0.753 1.367  0.001
C15 3.753 -0.694 2.182  0.000
C16 4.650 -1.752 2.186  0.000
C17 4.425 -2.860 1.382  -0.001
C18 3.312 -2.909 0.551  0.000
C19 2.417 -1.855 0.535  -0.001
C20 -1.033 -2.625 0.614  -0.003
C21 -0.615 -3.104 -0.630  0.000
C22 -0.253 -4.433 -0.768  0.000
C23 -0.293 -5.280 0.333  0.000
C24 -0.671 -4.797 1.579  0.000
C25 -1.038 -3.467 1.725  0.000
C26 -2.720 -0.670 1.983  -0.003
C27 -2.771 0.572 2.620  -0.003
C28 -3.775 0.834 3.537  0.000
C29 -4.733 -0.133 3.811  0.000
C30 -4.691 -1.365 3.171  0.000
C31 -3.685 -1.640 2.258  -0.001
H1 -4.791 -2.651 -2.070  0.001
H2 -4.204 -2.670 -0.408  0.000
H3 -3.136 -3.161 -1.728  0.000
H4 -5.622 0.358 -1.793  0.000
H5 -4.409 1.515 -1.230  0.000
H6 -5.022 0.272 -0.132  0.000
H7 -3.603 0.130 -4.037  0.000
H8 -2.870 -1.470 -3.981  0.000
H9 -1.901 -0.048 -3.603  0.000
H10 3.706 3.005 1.654  0.000
H11 4.954 3.439 0.488  0.000
H12 4.845 1.778 1.069  0.000
H13 2.300 4.568 -0.860  0.000
H14 1.789 3.560 -2.234  0.000
H15 3.433 4.191 -2.168  0.000
H16 3.881 0.010 -1.440  0.000
H17 5.144 1.236 -1.704  0.000
H18 3.749 1.141 -2.796  0.000
H19 2.017 0.005 4.107  0.000
H20 1.981 1.462 6.094  0.000
H21 1.391 3.848 5.870  0.000
H22 0.848 4.792 3.649  0.000
H23 0.924 3.339 1.640  0.000
H24 3.940 0.174 2.799  0.000
H25 5.528 -1.705 2.816  0.000
H26 5.124 -3.686 1.399  0.000
H27 3.141 -3.769 -0.083  0.000
H28 1.566 -1.872 -0.132  -0.001
H29 -0.573 -2.426 -1.477  0.000
H30 0.055 -4.810 -1.735  0.000
H31 -0.025 -6.323 0.221  0.000
H32 -0.684 -5.455 2.437  0.000
H33 -1.324 -3.086 2.698  0.000
H34 -2.019 1.320 2.395  -0.002
H35 -3.810 1.791 4.040  0.000
H36 -5.515 0.071 4.530  0.000
H37 -5.444 -2.113 3.382  0.000
H38 -3.648 -2.602 1.765  0.000
C32 -0.585 -0.872 -6.859  0.000
C33 0.624 -0.465 -6.035  0.000
C34 1.252 -1.679 -5.367  0.000
C35 1.633 0.285 -6.888  0.000
O1 0.072 0.430 -5.010  0.004
P3 0.864 0.980 -3.767  0.006
O2 2.124 1.657 -4.063  0.003
O3 0.860 -0.088 -2.628  0.092
O4 -0.274 1.933 -3.088  0.003
C36 -0.943 3.143 -3.632  0.001
C37 0.001 3.880 -4.566  0.000
C38 -2.205 2.707 -4.356  0.000
C39 -1.287 3.976 -2.412  0.000
H39 -0.280 -1.554 -7.653  0.000
H40 -1.048 0.007 -7.311  0.000
H41 -1.324 -1.368 -6.228  0.000
H42 1.577 -2.390 -6.125  0.000
H43 0.525 -2.164 -4.712  0.000
H44 2.116 -1.386 -4.765  0.000
H45 2.049 -0.387 -7.638  0.000
H46 2.441 0.680 -6.273  0.000
H47 1.150 1.121 -7.396  0.000
H48 0.264 3.258 -5.423  0.000
H49 0.923 4.154 -4.056  0.000
H50 -0.490 4.784 -4.927  0.000
H51 -1.980 1.914 -5.068  0.000
H52 -2.620 3.557 -4.898  0.000
H53 -2.950 2.342 -3.648  0.000
H54 -0.390 4.415 -1.972  0.000
H55 -1.770 3.347 -1.659  0.000
H56 -1.974 4.777 -2.685  0.000

Its spin multiplicity is 2. For the HOMO energy (spin up / spin down), the calculation gives -11.043 / -10.943 eV. For the HOMO-LUMO gap (spin up / spin down), the calculation gives 7.0 / 6.6 eV. Its expectation value of S² is 0.8127. For the calculated total energy, the calculation gives -3637.590518 Ha. The net charge is +1. The value obtained for the energy relative to the best compared isomer or geometry (same formula, charge and spin) is 25.0 kcal/mol.

# C25H31CdN5O8PSe

C25H31CdN5O8PSe as an isolated structure (ωB97M-V with the def2-TZVPD basis set, OMol25).

Each line ends with the natural charge from an NBO analysis.
Atoms and positions in Å:
Cd1 0.783 -1.392 0.988  1.588
O1 -2.217 -0.347 -1.599  -0.669
C1 -1.664 -1.107 -0.808  0.782
O2 -0.424 -1.449 -0.847  -0.893
C2 -2.517 -1.687 0.315  -0.240
C3 -3.645 -2.387 -0.012  -0.122
C4 -4.489 -2.871 0.997  -0.065
C5 -4.238 -2.618 2.325  -0.127
C6 -3.100 -1.901 2.663  -0.128
C7 -2.173 -1.417 1.684  0.499
O3 -1.140 -0.728 1.977  -0.850
N1 -2.903 -1.645 4.085  0.536
O4 -3.864 -1.797 4.830  -0.424
O5 -1.823 -1.239 4.480  -0.397
N2 -5.671 -3.633 0.638  0.536
O6 -5.842 -3.911 -0.539  -0.406
O7 -6.440 -3.969 1.527  -0.414
H1 -3.903 -2.548 -1.049  0.251
H2 -4.907 -2.966 3.093  0.268
O8 1.750 0.622 1.085  -1.200
P1 1.431 1.806 1.941  2.491
N3 2.524 3.017 1.675  -0.815
C8 3.958 2.771 1.871  -0.210
C9 4.579 4.170 1.985  -0.413
C10 3.405 5.075 2.361  -0.409
C11 2.244 4.446 1.598  -0.195
N4 1.590 1.405 3.531  -0.834
C12 1.846 2.339 4.621  -0.204
C13 0.972 1.812 5.754  -0.409
C14 1.062 0.294 5.571  -0.414
C15 1.143 0.095 4.052  -0.252
N5 -0.036 2.457 1.618  -0.837
C16 -0.892 3.097 2.620  -0.206
C17 -2.192 2.317 2.517  -0.410
C18 -2.324 2.107 1.004  -0.418
C19 -0.876 2.048 0.476  -0.203
H3 4.372 2.210 1.030  0.206
H4 4.119 2.174 2.774  0.195
H5 4.993 4.475 1.022  0.201
H6 5.390 4.199 2.713  0.212
H7 3.565 6.119 2.095  0.210
H8 3.216 5.025 3.437  0.197
H9 2.248 4.788 0.555  0.179
H10 1.264 4.680 2.012  0.209
H11 1.623 3.369 4.333  0.196
H12 2.904 2.303 4.920  0.174
H13 -0.061 2.145 5.623  0.202
H14 1.313 2.151 6.733  0.208
H15 0.206 -0.234 5.988  0.238
H16 1.962 -0.091 6.055  0.196
H17 0.170 -0.180 3.638  0.258
H18 1.865 -0.679 3.786  0.211
H19 -1.058 4.148 2.339  0.168
H20 -0.432 3.084 3.606  0.204
H21 -3.043 2.840 2.954  0.204
H22 -2.069 1.356 3.014  0.228
H23 -2.840 2.957 0.553  0.194
H24 -2.877 1.208 0.737  0.240
H25 -0.736 2.743 -0.358  0.183
H26 -0.590 1.057 0.131  0.237
Se1 2.047 -3.322 2.073  -0.467
C20 2.983 -3.867 0.486  -0.152
C21 2.360 -3.885 -0.761  -0.263
C22 3.049 -4.306 -1.888  -0.192
C23 4.366 -4.735 -1.789  -0.248
C24 4.989 -4.728 -0.549  -0.210
C25 4.306 -4.292 0.577  -0.257
H27 1.330 -3.557 -0.852  0.230
H28 2.547 -4.299 -2.848  0.208
H29 4.901 -5.067 -2.670  0.202
H30 6.018 -5.056 -0.456  0.201
H31 4.803 -4.275 1.539  0.211

For the HOMO energy, the calculation gives -5.188 eV. For the HOMO-LUMO gap, the calculation gives 7.5 eV. For the calculated total energy, the calculation gives -4757.566498 Ha. The net charge is -1. The value obtained for the energy relative to the best compared isomer or geometry (same formula, charge and spin) is 0.0 kcal/mol.

# H3NO3P2

H3NO3P2 as an isolated structure in a non-equilibrium geometry (ωB97M-V with the def2-TZVPD basis set, OMol25).

Each line ends with the natural charge from an NBO analysis.
Atoms and positions in Å:
N1 0.368 0.000 0.890  -1.079
O1 -1.096 -1.743 -0.151  -1.161
O2 -2.196 0.126 1.160  -1.246
O3 -1.194 0.680 -1.079  -1.238
P1 1.602 -0.010 -0.194  0.397
P2 -1.249 -0.261 0.081  2.447
H1 1.585 1.143 1.682  0.014
H2 0.928 -0.858 -1.054  -0.062
H3 1.251 0.922 -1.335  -0.073

For the HOMO energy (spin up / spin down), the calculation gives 0.360 / 0.360 eV. For the HOMO-LUMO gap (spin up / spin down), the calculation gives 6.4 / 6.4 eV. For the calculated total energy, the calculation gives -964.877263 Ha. The net charge is -2. The value obtained for the energy relative to the best compared isomer or geometry (same formula, charge and spin) is 95.6 kcal/mol.

# C4H14NOS2

A 2-piece molecular cluster, C4H14NOS2 overall in a non-equilibrium geometry (ωB97M-V with the def2-TZVPD basis set, OMol25).

Each line ends with the natural charge from an NBO analysis.
Atoms and positions in Å:
N1 -0.350 1.117 0.763  -0.691
C1 -1.362 0.865 -0.330  -0.060
C2 -1.143 1.882 -1.443  -0.655
C3 -1.124 -0.527 -0.873  -0.562
S1 -1.823 -1.794 0.262  0.122
S2 -0.260 -2.172 1.546  0.061
C4 1.084 -2.925 0.587  -0.744
H1 -0.536 2.072 1.040  0.434
H2 -0.581 0.504 1.552  0.451
H3 0.633 0.942 0.507  0.474
H4 -2.336 1.012 0.114  0.234
H5 -1.521 1.551 -2.409  0.254
H6 -0.116 2.218 -1.637  0.232
H7 -1.579 2.840 -1.166  0.233
H8 -1.616 -0.748 -1.812  0.264
H9 -0.061 -0.683 -1.066  0.232
H10 1.871 -3.157 1.295  0.250
H11 1.370 -2.252 -0.200  0.208
H12 0.737 -3.790 0.026  0.244
H13 3.292 1.635 0.815  0.502
H14 2.903 0.321 1.436  0.493
O1 2.516 1.087 0.993  -0.976

For the HOMO energy, the calculation gives -12.265 eV. For the HOMO-LUMO gap, the calculation gives 9.3 eV. For the calculated total energy, the calculation gives -1086.944103 Ha. The net charge is +1. The value obtained for the energy relative to the best compared isomer or geometry (same formula, charge and spin) is 2.7 kcal/mol.